Record 1
A structure of composition C31H26F9N6PPbS2Se. Source: the Open Molecules 2025 dataset; level of theory: wB97M-V/def2-TZVPD.

## Properties
LUMO (spin up / spin down): 2.359 / 1.417 eV
molecular weight: 1034.8 g/mol
charge: -1
E: -167532.213 eV
multiplicity: 2
Kohn-Sham gap (spin up / spin down): 7.4 / 6.4 eV
ΔE to the lowest compared entry with this formula, charge and spin: 0.5222 eV
⟨S²⟩: 0.754
HOMO energy (spin up / spin down): -5.0 / -5.0 eV

Structure (XYZ):
```
77
Properties=species:S:1:pos:R:3:lowdin_spin:R:1
Pb 0.95597 -1.24201 0.02317 0.015
C 0.28823 -1.76996 -3.80621 0.000
N 0.46248 -0.51630 -3.10822 -0.001
C -0.72105 0.33223 -3.12443 0.000
C -1.94186 -0.28294 -2.47931 0.000
C -3.19455 0.27282 -2.72838 0.000
C -4.30662 -0.29392 -2.13832 0.000
C -4.14535 -1.40857 -1.32561 0.000
C -2.86456 -1.88718 -1.12544 0.003
N -1.78542 -1.33799 -1.68477 0.000
C 1.63466 0.16590 -3.65797 0.000
C 2.16303 1.31575 -2.83907 0.000
C 2.26150 2.58990 -3.37585 0.000
C 2.78549 3.60757 -2.59535 0.000
C 3.20499 3.31208 -1.31304 0.000
C 3.07799 2.00587 -0.86477 0.000
N 2.57083 1.02596 -1.60384 -0.001
C 1.22699 -2.86647 -3.33844 0.000
C 1.35766 -4.00247 -4.13654 0.001
C 2.21381 -5.01159 -3.74433 0.000
C 2.94179 -4.85153 -2.57623 0.000
C 2.74959 -3.69915 -1.84063 0.003
N 1.90360 -2.72979 -2.19683 -0.001
H 0.44642 -1.63628 -4.89078 0.000
H -0.73328 -2.13078 -3.67811 0.000
H -0.99331 0.62083 -4.15526 0.000
H -0.48864 1.25912 -2.59152 0.000
H -3.27715 1.15584 -3.34615 0.000
H -5.28811 0.13243 -2.30290 0.000
H -4.98921 -1.88833 -0.84935 0.000
H -2.67847 -2.74320 -0.48518 0.006
H 1.41785 0.52430 -4.67983 0.000
H 2.43090 -0.57910 -3.72742 0.000
H 1.90557 2.78432 -4.37886 0.000
H 2.83727 4.61835 -2.97671 0.000
H 3.59509 4.07600 -0.65604 0.000
H 3.39500 1.73152 0.13413 0.000
H 0.79025 -4.07786 -5.05584 0.000
H 2.31838 -5.90661 -4.34456 0.000
H 3.62998 -5.60893 -2.22923 0.000
H 3.27731 -3.54472 -0.90756 0.003
S 3.58780 -1.66300 1.08379 0.049
C 3.06213 -0.53139 2.25205 0.003
N 1.89987 0.05798 2.21863 0.003
C 1.74216 0.98443 3.23039 0.000
C 0.63773 1.81829 3.40006 0.001
C 0.63563 2.70959 4.45701 0.000
C 1.71230 2.78266 5.34387 0.001
C 2.82157 1.96950 5.17784 0.000
C 2.82924 1.07787 4.11357 0.001
S 4.07702 -0.02621 3.60625 0.003
H -0.18154 1.78636 2.69429 0.000
H -0.21217 3.37021 4.58418 0.000
H 1.68786 3.49073 6.16255 0.000
H 3.66485 2.03234 5.85350 0.000
F -0.68538 1.89085 0.17512 -0.001
P -1.64479 3.21196 0.04674 0.000
F -2.12984 2.98646 1.57846 0.000
F -2.85583 2.24145 -0.45957 0.000
F -1.17348 3.38811 -1.49307 0.000
F -0.42852 4.14037 0.54913 0.000
F -2.60764 4.49478 -0.08848 0.000
F -3.87875 0.44328 5.86653 0.000
C -4.06943 -0.60922 5.04664 0.000
F -5.30618 -0.47825 4.53216 0.000
F -4.08693 -1.70564 5.82929 0.000
C -3.01355 -0.69053 3.98020 0.000
C -3.19563 -0.05447 2.76577 0.000
C -2.18076 -0.14702 1.82372 0.000
N -1.06104 -0.83087 2.03366 0.002
C -0.89168 -1.43010 3.20891 0.003
C -1.83511 -1.38055 4.22109 0.000
H -4.09513 0.50132 2.54381 0.000
H -2.26852 0.36725 0.87755 0.000
H 0.03031 -1.98433 3.33337 -0.001
H -1.65655 -1.87567 5.16486 0.000
Se 0.63493 -3.85370 0.98769 0.908
```

Record 2
A structure of composition C7H8 at a distorted geometry. Source: the Open Molecules 2025 dataset; level of theory: wB97M-V/def2-TZVPD.

## Properties
LUMO: 0.802 eV
molecular weight: 92.1 g/mol
E: -7382.767 eV
Kohn-Sham gap: 9.7 eV
ΔE to the lowest compared entry with this formula, charge and spin: 5.9804 eV
HOMO energy: -8.9 eV

Structure (XYZ):
```
15
Properties=species:S:1:pos:R:3:nbo_charge:R:1
C 0.33804 -1.76224 -0.74220 -0.188
C 0.29761 -1.60140 -1.98360 -0.016
C 0.34393 -1.71250 0.66998 -0.253
C 0.34924 -0.38254 0.64834 0.098
C 0.22469 -0.11943 -0.82702 -0.189
C 0.41758 0.74956 1.60883 -0.656
C -0.97331 0.75327 -1.25218 -0.602
H 0.55374 -2.40814 1.38643 0.230
H 1.10545 0.40545 -0.96949 0.219
H -0.48558 1.36157 1.47466 0.230
H 1.19245 1.33156 1.15334 0.228
H 0.54528 0.44285 2.70306 0.238
H -1.82467 0.10899 -1.04653 0.222
H -1.02562 1.19391 -2.28322 0.239
H -1.05883 1.63908 -0.54039 0.202
```

Record 3
A structure of composition C21H36P2PtSe at a distorted geometry. Source: the Open Molecules 2025 dataset; level of theory: wB97M-V/def2-TZVPD.

## Properties
LUMO (spin up / spin down): -6.063 / -7.485 eV
molecular weight: 624.5 g/mol
charge: +2
E: -109507.042 eV
multiplicity: 5
Kohn-Sham gap (spin up / spin down): 5.6 / 5.4 eV
ΔE to the lowest compared entry with this formula, charge and spin: 3.5173 eV
⟨S²⟩: 6.047
HOMO energy (spin up / spin down): -11.6 / -12.8 eV

Structure (XYZ):
```
61
Properties=species:S:1:pos:R:3:lowdin_spin:R:1
P 0.29606 -1.90240 -2.45778 0.198
P 0.54731 2.01597 -2.62275 0.017
C -0.10890 -0.55673 -3.64357 0.021
C 0.89160 0.58490 -3.69090 0.002
H -1.13303 -0.24151 -3.42303 0.002
H -0.15381 -1.05736 -4.62092 0.005
H 1.90627 0.26812 -3.43611 0.001
H 0.97830 0.96651 -4.71564 0.000
C -0.66350 2.91436 -3.68682 0.009
H -1.06767 3.76285 -3.12341 0.004
H -1.50490 2.25185 -3.92464 0.001
H -0.22215 3.27927 -4.62206 0.000
C 2.06180 2.98596 -2.51042 0.008
H 2.19395 3.63096 -3.38911 0.001
H 2.95557 2.35777 -2.45865 0.002
H 2.04925 3.63378 -1.63673 0.001
C -0.50623 -3.43217 -3.11683 0.011
H -0.36094 -4.26217 -2.40307 0.001
H -0.06840 -3.73188 -4.07893 0.002
H -1.58830 -3.28604 -3.25819 0.002
C 2.07771 -2.05202 -2.76823 0.055
H 2.59493 -1.08965 -2.76526 0.004
H 2.26398 -2.49056 -3.75175 0.012
H 2.57641 -2.64417 -2.00743 0.002
Pt 2.50205 0.41101 1.28744 0.629
C -0.60793 1.86234 -1.12781 0.090
C -2.05148 1.94035 -0.91265 0.601
C -2.99333 1.00374 -1.44834 0.112
C -3.12363 -0.16208 -0.38981 0.118
C -2.37759 -1.37585 -0.72670 0.422
C -1.00991 -1.63136 -0.90049 0.101
C 0.00627 -0.66185 -0.10248 0.064
C -0.05674 0.87765 -0.01420 0.079
C 2.11600 -1.30646 2.44015 0.118
H -0.34869 2.90168 -0.79438 0.006
H -2.42299 2.57792 -0.10502 0.023
H -2.76930 0.64722 -2.46514 0.005
H -3.96308 1.50916 -1.50190 0.016
H -2.86093 0.19659 0.63337 0.023
H -4.17894 -0.50447 -0.36976 0.004
H -2.96971 -2.27493 -0.79715 0.020
H -0.79584 -2.68977 -0.62695 0.013
H 1.00919 -0.97359 -0.41985 0.037
H -0.04346 -1.01702 0.93978 0.002
H -0.63492 1.12638 0.89745 0.007
H 0.99571 1.21831 0.31160 0.034
H 2.49790 -1.25534 3.46235 0.003
H 2.59361 -2.10677 1.85563 0.025
H 1.03757 -1.52672 2.46800 0.004
Se 1.62618 1.20884 3.56463 0.902
C 0.86752 0.32513 5.17711 0.091
C -0.52003 0.38347 5.44684 0.033
C -1.02834 -0.01048 6.69085 0.001
C -0.17920 -0.50446 7.68994 0.018
C 1.17954 -0.65174 7.38905 -0.001
C 1.70316 -0.22093 6.16403 0.030
H -1.18402 0.79815 4.68663 0.005
H -2.08789 0.08999 6.90381 0.000
H -0.56212 -0.76316 8.68071 0.001
H 1.84140 -1.08172 8.13719 0.000
H 2.77868 -0.26488 5.98831 0.004
```